Here is C3H5FO2 in the gas phase from the Open Molecules 2025 dataset. Energies are from ωB97M-V with the def2-TZVPD basis set.

Cartesian coordinates (Å):
O1 -1.217 0.330 1.861
C1 -0.264 0.611 0.966
O2 0.910 -0.128 1.010
C2 -0.005 -0.476 -0.022
C3 0.358 -0.105 -1.443
F1 1.626 -0.654 -1.777
H1 -0.920 -0.231 2.624
H2 -0.148 1.559 0.410
H3 -0.547 -1.403 0.121
H4 0.500 0.975 -1.478
H5 -0.293 -0.478 -2.272

Properties
SMILES = O[C@H]1O[C@@H]1CF
Energy relative to the best compared isomer or geometry (same formula, charge and spin) = 46.7 kcal/mol
Total charge = 0
LUMO energy = 0.82 eV